ORCA calculation (ωB97M-V with the def2-TZVPD basis set) on a cluster of 4 separate species, C28H47BrClN4O7S4 in total at a distorted geometry.

Results
LUMO (Ha): -0.1511
Orbital gap (eV): 5.18

```
! RIJCOSX wB97M-V def2-TZVPD def2/J DEFGRID3
* xyz 1 1
C 3.2993 3.3844 1.0519
C 2.3397 3.6338 0.1679
N 1.5682 3.9442 -1.0320
C 1.7506 4.7628 -2.2249
N 2.8122 5.5389 -2.4803
S 4.2033 5.8373 -1.5025
C 2.7781 6.2797 -3.8199
C 3.7949 5.6383 -4.9002
C 3.4001 4.1587 -5.4184
C 1.8542 3.9811 -5.8768
C 3.8829 2.9869 -4.3639
C 4.5932 1.7442 -5.1405
C 5.9871 1.4294 -4.3941
C 6.2910 0.0843 -3.8847
C 7.4672 -0.7231 -4.6651
C 5.4389 -0.4881 -2.6441
N 0.5139 4.4984 -3.0000
C -0.4103 3.6027 -2.3020
Br -2.1731 2.9913 -2.9392
N 0.3549 3.3102 -1.0865
C -0.3374 2.3924 -0.1340
C -1.3360 3.2470 0.8563
O -0.9313 3.7764 1.9490
Cl -3.1435 3.4745 0.4572
H 4.2154 3.1624 1.7335
H 4.9398 4.6751 -1.2688
H 3.1999 7.3425 -3.5720
H 1.7115 6.4503 -4.2103
H 4.8806 5.5691 -4.4716
H 3.8726 6.3358 -5.8247
H 4.0421 3.9655 -6.3773
H 1.4785 2.9648 -5.4652
H 1.8295 3.8755 -7.0415
H 1.1799 4.8713 -5.6058
H 4.6587 3.4915 -3.6544
H 2.9551 2.6207 -3.7727
H 4.8343 1.9515 -6.2474
H 3.8590 0.8567 -5.1060
H 6.8092 2.2394 -4.2775
H 6.9574 -1.2676 -5.5474
H 8.0235 -1.4562 -3.9742
H 8.2115 0.0863 -5.0556
H 4.3899 0.0208 -2.5524
H 5.9541 -0.3861 -1.6192
H 5.2705 -1.6231 -2.8474
H 0.3556 1.7782 0.5473
H -1.0347 1.6158 -0.6602
C -3.9618 0.9678 3.3238
C -5.2122 0.7892 4.1858
C -5.9090 -0.4912 3.7231
S -4.6258 -1.5478 3.0629
O -4.8511 -1.7144 1.6432
O -4.4306 -2.6717 3.9507
C -3.2849 -0.3953 3.2905
H -3.2974 1.7360 3.7271
H -4.2512 1.2678 2.3105
H -4.9192 0.6902 5.2365
H -5.8809 1.6507 4.1119
H -6.4070 -0.9998 4.5501
H -6.6259 -0.2902 2.9241
H -2.5641 -0.4974 2.4788
H -2.8091 -0.6216 4.2473
C -4.6641 -4.8810 -1.6716
C -4.6233 -4.7668 -0.1471
C -3.7116 -5.8794 0.3723
S -2.5386 -6.2159 -0.9352
O -2.7682 -7.5556 -1.4261
O -1.2282 -5.7554 -0.5306
C -3.2173 -5.0591 -2.1111
H -5.1179 -4.0004 -2.1324
H -5.2546 -5.7571 -1.9609
H -4.2117 -3.7917 0.1345
H -5.6222 -4.8392 0.2904
H -3.1740 -5.5722 1.2710
H -4.2713 -6.7963 0.5687
H -3.1211 -5.4557 -3.1221
H -2.6600 -4.1236 -2.0188
C -1.4115 -5.0228 7.1484
C -0.7654 -3.9945 8.0779
C -0.5661 -2.7098 7.2727
S -1.8397 -2.7046 6.0168
O -1.2081 -2.8150 4.7206
O -2.8040 -1.6686 6.3208
C -2.5417 -4.2876 6.4409
H -1.7805 -5.8915 7.6985
H -0.6757 -5.3729 6.4163
H -1.4322 -3.7991 8.9247
H 0.1826 -4.3561 8.4843
H -0.6712 -1.8221 7.8987
H 0.4037 -2.6985 6.7709
H -2.8871 -4.7952 5.5401
H -3.3806 -4.1101 7.1184
*
```